[1]
C20H23BiN7S as an isolated structure. Source: OMol25; level of theory: ωB97M-V/def2-TZVPD.

Computed properties:
Multiplicity   1
Energy relative to the best compared isomer or geometry (same formula, charge and spin)   0.1 kcal per mole
Total energy   -48196.245 eV
Charge   +3
Orbital gap   7.81 eV

Atoms and positions in Å:
Bi1 0.84 -0.88 -0.68
C1 3.67 -0.85 1.10
N1 3.37 -0.32 -0.24
C2 3.57 1.12 -0.43
C3 2.27 1.87 -0.46
N2 1.06 1.33 -0.65
C4 0.13 2.41 -0.69
C5 -1.25 2.46 -0.87
C6 -1.84 3.71 -0.86
C7 -1.09 4.89 -0.69
C8 0.28 4.85 -0.52
C9 0.86 3.59 -0.52
N3 2.19 3.19 -0.38
C10 2.45 -0.83 1.97
N4 1.19 -0.85 1.52
C11 0.35 -0.85 2.67
C12 -1.03 -0.83 2.82
C13 -1.52 -0.82 4.12
C14 -0.67 -0.83 5.23
C15 0.70 -0.84 5.09
C16 1.18 -0.85 3.79
N5 2.48 -0.83 3.29
H1 4.01 -1.89 0.99
H2 4.48 -0.30 1.59
H3 3.94 -0.82 -0.91
H4 4.21 1.55 0.35
H5 4.07 1.29 -1.38
H6 -1.85 1.58 -0.98
H7 -2.91 3.79 -0.99
H8 -1.59 5.84 -0.69
H9 0.87 5.75 -0.38
H10 2.97 3.82 -0.25
H11 -1.72 -0.82 1.99
H12 -2.59 -0.81 4.27
H13 -1.10 -0.83 6.22
H14 1.37 -0.85 5.94
H15 3.32 -0.83 3.86
C17 -3.29 -3.70 -1.61
N6 -2.64 -2.72 -2.48
C18 -2.64 -2.90 -3.94
C19 -1.91 -1.65 -4.45
N7 -1.39 -1.04 -3.19
C20 -1.96 -1.67 -2.13
S1 -1.76 -1.10 -0.49
H16 -4.35 -3.71 -1.82
H17 -3.12 -3.45 -0.57
H18 -2.87 -4.69 -1.82
H19 -3.66 -2.98 -4.31
H20 -2.11 -3.83 -4.18
H21 -2.58 -0.95 -4.95
H22 -1.09 -1.89 -5.12
H23 -1.32 -0.04 -3.16

Here are the Mulliken charges for atoms 1 to 8, given in e: number 1, Bi, carries 1.13; number 2, C, carries -1.10; number 3, N, carries -0.49; number 4, C, carries -0.80; number 5, C, carries 0.40; number 6, N, carries -0.13; number 7, C, carries 0.72; number 8, C, carries -0.29



[2]
C20H23BrCrN4O7P as an isolated structure. Source: OMol25; level of theory: ωB97M-V/def2-TZVPD.

Computed properties:
Multiplicity   2
Energy relative to the best compared isomer or geometry (same formula, charge and spin)   0.0 kcal per mole
⟨S²⟩   0.7583
Total energy   -149161.220 eV
Charge   0
Orbital gap (alpha / beta)   8.00 / 8.06 eV

Atoms and positions in Å:
Cr1 -0.51 -0.27 1.02
O1 1.36 3.09 -0.22
C1 1.12 2.10 0.42
O2 0.09 1.32 0.15
C2 1.91 1.74 1.67
C3 0.92 1.77 2.85
C4 1.64 1.81 4.19
C5 2.15 0.35 4.31
C6 1.67 -0.25 3.00
O3 0.39 0.42 2.80
C7 2.47 0.28 1.80
C8 2.26 -0.59 0.57
O4 3.14 -0.72 -0.25
O5 1.08 -1.16 0.47
H1 2.69 2.49 1.78
H2 0.10 2.48 2.74
H3 0.96 2.06 5.00
H4 2.45 2.54 4.17
H5 1.68 -0.16 5.15
H6 3.23 0.27 4.42
H7 1.50 -1.33 3.00
H8 3.54 0.31 2.00
Br1 -0.16 -0.22 -2.61
C9 -1.37 -1.38 -1.78
C10 -2.12 -2.24 -2.59
C11 -3.02 -3.11 -1.99
C12 -3.13 -3.12 -0.61
C13 -2.34 -2.25 0.11
N1 -1.49 -1.38 -0.46
C14 -2.35 -2.23 1.62
O6 -3.17 -2.86 2.24
O7 -1.42 -1.47 2.14
H9 -1.98 -2.21 -3.66
H10 -3.61 -3.78 -2.60
H11 -3.79 -3.78 -0.07
C15 -5.44 1.83 0.44
N2 -5.01 1.87 1.84
C16 -4.56 3.23 2.14
N3 -3.51 3.72 1.25
C17 -3.98 3.62 -0.13
N4 -4.42 2.28 -0.51
C18 -3.29 1.35 -0.54
P1 -2.46 1.19 1.10
C19 -3.96 0.88 2.12
C20 -2.26 2.99 1.44
H12 -6.31 2.48 0.34
H13 -5.73 0.81 0.19
H14 -4.20 3.27 3.17
H15 -5.42 3.90 2.05
H16 -3.19 3.94 -0.81
H17 -4.83 4.30 -0.24
H18 -2.55 1.68 -1.27
H19 -3.64 0.36 -0.86
H20 -3.69 0.92 3.18
H21 -4.34 -0.12 1.93
H22 -1.48 3.38 0.79
H23 -1.93 3.13 2.48

Here are the Mulliken charges for atoms 1 to 8, given in e: number 1, Cr, carries -0.38; number 2, O, carries -0.72; number 3, C, carries 0.04; number 4, O, carries -0.48; number 5, C, carries -0.16; number 6, C, carries 0.02; number 7, C, carries -1.02; number 8, C, carries -1.03



[3]
C20H23BrNOPPdSe4 as an isolated structure. Source: OMol25; level of theory: ωB97M-V/def2-TZVPD.

Computed properties:
Multiplicity   1
Energy relative to the best compared isomer or geometry (same formula, charge and spin)   0.0 kcal per mole
Total energy   -368850.174 eV
Charge   0
Orbital gap   6.84 eV

Atoms and positions in Å:
Pd1 1.12 0.07 0.06
Se1 2.86 1.64 -0.79
Se2 4.90 0.52 -0.54
Se3 4.14 -1.56 -1.21
Se4 2.56 -1.80 0.49
Br1 -0.17 1.87 2.58
C1 -0.69 2.42 0.86
C2 -1.55 3.50 0.72
C3 -1.87 3.91 -0.56
C4 -1.32 3.23 -1.65
C5 -0.48 2.17 -1.41
N1 -0.18 1.75 -0.17
H1 -1.92 4.00 1.59
H2 -2.53 4.75 -0.71
H3 -1.53 3.53 -2.66
H4 -0.02 1.61 -2.21
C6 2.97 6.10 -0.49
C7 1.73 5.26 -0.70
O1 1.45 4.41 0.40
H5 3.14 6.77 -1.33
H6 3.85 5.46 -0.39
H7 2.88 6.69 0.42
H8 1.83 4.67 -1.62
H9 0.85 5.91 -0.82
H10 2.15 3.74 0.43
C8 -2.17 -0.70 0.48
P1 -0.52 -1.47 0.34
C9 -0.46 -2.57 1.78
C10 -0.84 -2.09 3.03
C11 -0.76 -2.90 4.15
C12 -0.30 -4.20 4.03
C13 0.09 -4.69 2.79
C14 0.01 -3.88 1.67
C15 -0.72 -2.54 -1.11
C16 -1.74 -3.49 -1.15
C17 -1.91 -4.28 -2.28
C18 -1.06 -4.13 -3.37
C19 -0.04 -3.19 -3.33
C20 0.13 -2.40 -2.20
H11 -2.94 -1.46 0.59
H12 -2.36 -0.12 -0.42
H13 -2.20 -0.03 1.34
H14 -1.18 -1.06 3.13
H15 -1.05 -2.51 5.11
H16 -0.23 -4.83 4.91
H17 0.47 -5.70 2.70
H18 0.33 -4.26 0.70
H19 -2.40 -3.62 -0.30
H20 -2.70 -5.02 -2.30
H21 -1.19 -4.75 -4.24
H22 0.62 -3.08 -4.17
H23 0.94 -1.68 -2.16

Here are the Mulliken charges for atoms 1 to 8, given in e: number 1, Pd, carries 0.04; number 2, Se, carries -0.25; number 3, Se, carries -0.20; number 4, Se, carries -0.21; number 5, Se, carries -0.09; number 6, Br, carries -0.04; number 7, C, carries -0.10; number 8, C, carries -0.67



[4]
C20H23CdPSe2 as an isolated structure at a distorted geometry. Source: OMol25; level of theory: ωB97M-V/def2-TZVPD.

Computed properties:
Multiplicity   1
Energy relative to the best compared isomer or geometry (same formula, charge and spin)   41.8 kcal per mole
Total energy   -165655.290 eV
Charge   0
Orbital gap   5.57 eV

Atoms and positions in Å:
C1 0.48 -1.08 -3.14
C2 0.24 2.43 -3.50
C3 -0.83 -1.12 -3.48
H1 1.12 -1.98 -3.18
C4 -0.92 2.35 -2.82
H2 0.56 3.40 -3.89
H3 -1.26 -2.11 -3.74
H4 -1.49 3.27 -2.64
C5 -1.81 0.01 -3.33
H5 -2.77 -0.47 -3.09
H6 -1.92 0.44 -4.33
C6 1.20 0.16 -2.73
H7 2.25 -0.05 -2.53
H8 0.79 0.58 -1.80
C7 1.15 1.31 -3.80
H9 0.94 0.87 -4.79
H10 2.18 1.72 -3.89
C8 -1.57 1.12 -2.28
H11 -2.57 1.43 -1.97
H12 -1.10 0.73 -1.38
Cd1 1.67 -1.48 0.84
H13 0.55 -2.48 1.66
Se1 2.74 -1.16 3.29
P1 0.65 -0.88 3.92
Se2 -0.67 -1.25 2.04
C9 0.15 -2.14 5.11
C10 -0.40 -1.80 6.36
C11 -0.62 -2.81 7.32
C12 -0.31 -4.14 7.02
C13 0.20 -4.49 5.77
C14 0.42 -3.49 4.81
C15 0.43 0.74 4.69
C16 1.44 1.16 5.55
C17 1.39 2.43 6.13
C18 0.31 3.28 5.85
C19 -0.68 2.87 4.97
C20 -0.63 1.61 4.36
H14 -0.65 -0.77 6.59
H15 -1.02 -2.55 8.30
H16 -0.47 -4.92 7.78
H17 0.42 -5.53 5.53
H18 0.81 -3.73 3.83
H19 2.29 0.51 5.73
H20 2.19 2.76 6.79
H21 0.27 4.27 6.32
H22 -1.51 3.55 4.74
H23 -1.38 1.31 3.64

Here are the Mulliken charges for atoms 1 to 8, given in e: number 1, C, carries -0.33; number 2, C, carries -0.37; number 3, C, carries -0.45; number 4, H, carries 0.36; number 5, C, carries -0.32; number 6, H, carries 0.34; number 7, H, carries 0.34; number 8, H, carries 0.35



[5]
One molecule with the formula C20H23Cl2N3O2 at a distorted geometry. Source: OMol25; level of theory: ωB97M-V/def2-TZVPD.

Computed properties:
Multiplicity   1
Energy relative to the best compared isomer or geometry (same formula, charge and spin)   0.0 kcal per mole
Total energy   -54723.029 eV
Charge   0
Orbital gap   8.05 eV

Atoms and positions in Å:
O1 -3.04 -1.53 1.49
Cl1 7.23 -4.70 1.64
Cl2 6.94 -4.76 -1.52
N1 -0.07 1.29 -2.93
O2 -2.44 -0.99 -0.66
C1 -3.10 -0.79 0.49
C2 -0.09 2.06 -1.86
C3 0.77 1.54 -0.85
C4 1.36 0.44 -1.36
C5 2.33 -0.37 -0.64
C6 3.06 -1.41 -1.20
C7 5.23 -2.91 1.54
C8 4.21 -2.16 0.91
C9 4.95 -2.96 -1.21
C10 6.05 -3.74 0.80
C11 5.94 -3.75 -0.60
C12 4.07 -2.19 -0.47
N2 0.85 0.32 -2.65
N3 -1.52 3.38 -0.26
C13 -1.57 -2.12 -0.69
C14 -1.04 3.20 -1.66
C15 -3.03 1.47 2.68
C16 -4.28 0.96 1.99
C17 -2.47 2.63 1.84
C18 -3.38 1.68 -0.26
C19 -3.96 0.49 0.54
C20 -2.11 2.19 0.41
H1 0.94 1.99 0.11
H2 2.52 -0.13 0.41
H3 2.86 -1.66 -2.25
H4 5.38 -2.93 2.61
H5 3.54 -1.57 1.49
H6 4.88 -2.96 -2.28
H7 1.05 -0.48 -3.24
H8 -2.15 4.17 -0.21
H9 -0.97 -2.11 -1.61
H10 -0.85 -2.08 0.17
H11 -2.16 -3.03 -0.61
H12 -1.91 3.11 -2.36
H13 -0.50 4.14 -1.90
H14 -2.30 0.65 2.74
H15 -3.19 1.85 3.68
H16 -4.72 0.18 2.62
H17 -5.05 1.75 1.93
H18 -1.55 2.93 2.32
H19 -3.16 3.46 1.83
H20 -4.11 2.51 -0.27
H21 -3.20 1.38 -1.30
H22 -4.90 0.16 0.11
H23 -1.36 1.38 0.49

Here are the Mulliken charges for atoms 1 to 8, given in e: number 1, O, carries -0.64; number 2, Cl, carries -0.19; number 3, Cl, carries -0.20; number 4, N, carries -1.03; number 5, O, carries -0.25; number 6, C, carries 0.27; number 7, C, carries 0.20; number 8, C, carries 0.09



[6]
C20H23ClGaN2OP as an isolated structure at a distorted geometry. Source: OMol25; level of theory: ωB97M-V/def2-TZVPD.

Computed properties:
Multiplicity   1
Total energy   -100314.284 eV
Charge   +2
Orbital gap   6.94 eV

Atoms and positions in Å:
Ga1 -0.04 -0.09 1.98
Cl1 0.91 1.37 3.37
P1 -0.06 0.84 -0.10
C1 -1.41 0.07 -1.03
C2 -1.19 -0.74 -2.16
C3 -2.26 -1.48 -2.67
C4 -3.54 -1.38 -2.11
C5 -3.76 -0.51 -1.04
C6 -2.70 0.22 -0.50
C7 -0.33 2.62 -0.44
C8 0.54 3.55 0.17
C9 0.37 4.91 -0.07
C10 -0.63 5.35 -0.94
C11 -1.45 4.43 -1.60
C12 -1.29 3.06 -1.37
C13 1.53 0.47 -0.91
C14 2.53 -0.21 -0.20
C15 3.72 -0.57 -0.85
C16 3.93 -0.20 -2.18
C17 2.97 0.56 -2.86
C18 1.77 0.90 -2.23
H1 1.35 3.18 0.82
H2 1.04 5.63 0.41
H3 -0.76 6.42 -1.13
H4 -2.21 4.77 -2.31
H5 -1.92 2.34 -1.91
H6 -0.19 -0.80 -2.58
H7 -2.08 -2.16 -3.51
H8 -4.35 -1.99 -2.50
H9 -4.76 -0.39 -0.60
H10 -2.84 0.88 0.36
H11 2.38 -0.45 0.85
H12 4.48 -1.14 -0.30
H13 4.86 -0.48 -2.67
H14 3.14 0.90 -3.88
H15 1.02 1.51 -2.74
H16 -0.25 -3.70 -1.79
H17 0.48 -3.54 -1.72
C19 -1.04 -4.36 4.03
N1 0.18 -3.56 4.05
C20 0.28 -2.28 3.66
N2 1.51 -1.68 3.68
O1 -0.74 -1.64 3.19
H18 -1.84 -3.80 3.54
H19 -1.36 -4.62 5.04
H20 -0.85 -5.29 3.48
H21 1.06 -4.02 4.28
H22 1.55 -0.66 3.91
H23 2.25 -2.22 4.12

Here are the Mulliken charges for atoms 1 to 8, given in e: number 1, Ga, carries 1.23; number 2, Cl, carries -0.33; number 3, P, carries 0.84; number 4, C, carries 0.32; number 5, C, carries -0.59; number 6, C, carries -0.70; number 7, C, carries -0.46; number 8, C, carries -0.78



[7]
C20H23ClN2NaOS as an isolated structure. Source: OMol25; level of theory: ωB97M-V/def2-TZVPD.

Computed properties:
Multiplicity   1
Total energy   -53910.370 eV
Charge   +1
Orbital gap   7.14 eV

Atoms and positions in Å:
C1 6.22 0.03 -0.15
C2 5.28 0.74 0.83
C3 5.90 2.08 1.26
C4 3.92 1.00 0.17
C5 3.00 -0.18 -0.02
C6 3.36 -1.49 0.28
C7 2.45 -2.53 0.12
C8 1.19 -2.26 -0.38
C9 0.79 -0.96 -0.66
C10 1.70 0.07 -0.47
N1 -0.52 -0.73 -1.13
C11 -1.59 -1.33 -0.44
C12 -2.75 -0.65 -0.07
C13 -2.95 0.83 -0.29
C14 -4.17 1.10 -1.19
O1 -4.43 0.35 -2.09
N2 -4.99 2.22 -0.88
C15 -6.06 1.83 0.03
C16 -4.23 3.37 -0.39
C17 -3.77 -1.37 0.54
C18 -3.69 -2.73 0.78
C19 -2.53 -3.38 0.43
Cl1 -2.41 -5.11 0.63
C20 -1.48 -2.70 -0.16
S1 -0.01 -3.53 -0.64
H1 7.09 -0.39 0.36
H2 6.57 0.75 -0.89
H3 5.72 -0.77 -0.71
H4 5.14 0.13 1.72
H5 6.49 2.51 0.45
H6 6.56 1.96 2.12
H7 5.14 2.81 1.53
H8 3.36 1.72 0.77
H9 4.10 1.49 -0.80
H10 4.34 -1.71 0.66
H11 2.73 -3.55 0.37
H12 1.39 1.09 -0.68
H13 -0.68 0.23 -1.36
H14 -2.10 1.30 -0.78
H15 -3.06 1.33 0.67
H16 -5.73 1.83 1.08
H17 -6.90 2.51 -0.08
H18 -6.42 0.83 -0.23
H19 -3.22 3.37 -0.79
H20 -4.17 3.42 0.70
H21 -4.70 4.29 -0.74
H22 -4.68 -0.86 0.82
H23 -4.51 -3.27 1.23
Na1 -0.67 -5.71 -1.55

Here are the Mulliken charges for atoms 1 to 8, given in e: number 1, C, carries -1.57; number 2, C, carries 0.56; number 3, C, carries -1.50; number 4, C, carries -0.87; number 5, C, carries 0.30; number 6, C, carries -0.59; number 7, C, carries -1.15; number 8, C, carries 0.85



[8]
C20H23ClN2Ti as an isolated structure at a distorted geometry. Source: OMol25; level of theory: ωB97M-V/def2-TZVPD.

Computed properties:
Multiplicity   3
Energy relative to the best compared isomer or geometry (same formula, charge and spin)   0.0 kcal per mole
⟨S²⟩   2.0218
Total energy   -59729.058 eV
Charge   0
Orbital gap (alpha / beta)   5.79 / 8.06 eV

Atoms and positions in Å:
C1 1.52 3.88 -2.46
C2 2.12 3.07 -3.60
H1 0.55 4.29 -2.75
H2 2.18 4.73 -2.26
H3 1.41 3.32 -1.53
H4 1.60 2.14 -3.82
H5 2.09 3.67 -4.51
H6 3.17 2.84 -3.41
C3 -2.46 0.97 0.85
C4 -3.71 0.77 1.43
C5 -4.34 -0.47 1.30
C6 -3.72 -1.48 0.58
H7 -1.93 1.92 0.88
H8 -4.18 1.58 1.98
H9 -5.31 -0.66 1.76
H10 -4.16 -2.48 0.43
N1 -1.84 -0.04 0.18
C7 -2.46 -1.27 0.03
C8 -1.71 -2.26 -0.71
N2 -0.41 -1.91 -0.97
C9 0.40 -2.77 -1.65
C10 -1.41 -4.33 -1.90
C11 -0.09 -3.98 -2.14
H11 1.43 -2.43 -1.79
H12 0.56 -4.64 -2.72
C12 -2.22 -3.48 -1.15
H13 -3.25 -3.72 -0.91
H14 -1.82 -5.26 -2.28
Ti1 0.05 -0.03 -0.51
C13 0.32 0.73 -2.34
H15 -0.40 0.29 -3.06
H16 1.33 0.48 -2.69
H17 0.20 1.82 -2.29
Cl1 4.14 -0.91 2.08
C14 2.88 -0.08 2.86
C15 3.08 0.44 4.13
C16 2.02 1.09 4.78
C17 0.78 1.19 4.15
C18 0.59 0.69 2.86
C19 1.65 0.06 2.17
C20 1.59 -0.48 0.79
H18 4.05 0.33 4.60
H19 2.18 1.50 5.78
H20 -0.04 1.70 4.66
H21 -0.38 0.79 2.36
H22 2.32 -0.03 0.10
H23 1.63 -1.58 0.71

Here are the Mulliken charges for atoms 1 to 8, given in e: number 1, C, carries -0.80; number 2, C, carries -0.69; number 3, H, carries 0.29; number 4, H, carries 0.35; number 5, H, carries 0.14; number 6, H, carries 0.27; number 7, H, carries 0.31; number 8, H, carries 0.24



[9]
One molecule with the formula C20H23ClN6OS2 at a distorted geometry. Source: OMol25; level of theory: ωB97M-V/def2-TZVPD.

Computed properties:
Multiplicity   1
Energy relative to the best compared isomer or geometry (same formula, charge and spin)   0.0 kcal per mole
Total energy   -66294.808 eV
Charge   0
Orbital gap   8.97 eV

Atoms and positions in Å:
C1 8.45 1.82 -1.09
H1 9.32 1.98 -1.71
H2 8.71 2.08 -0.06
H3 7.65 2.47 -1.43
C2 8.02 0.36 -1.17
C3 6.84 0.10 -0.31
N1 6.82 -0.68 0.71
N2 5.65 -0.74 1.34
C4 4.73 -0.01 0.81
N3 3.48 0.03 1.36
C5 2.32 0.68 1.01
O1 1.34 0.55 1.70
C6 2.37 1.54 -0.23
H4 2.69 0.96 -1.09
H5 3.02 2.41 -0.09
S1 0.70 2.16 -0.59
C7 0.00 0.59 -0.82
N4 0.60 -0.46 -1.30
N5 -0.28 -1.47 -1.27
C8 -1.41 -1.04 -0.79
N6 -1.29 0.30 -0.49
C9 -2.18 1.20 0.14
C10 -2.00 1.48 1.49
C11 -2.86 2.37 2.12
C12 -3.89 2.97 1.41
C13 -4.04 2.69 0.06
C14 -3.18 1.81 -0.59
H6 -3.29 1.62 -1.65
Cl1 -5.30 3.45 -0.84
H7 -4.56 3.66 1.90
H8 -2.73 2.59 3.16
H9 -1.19 1.02 2.03
C15 -2.60 -1.90 -0.57
C16 -3.79 -1.50 -1.44
C17 -4.93 -2.49 -1.24
C18 -5.35 -2.54 0.23
C19 -4.16 -2.91 1.11
C20 -3.01 -1.92 0.91
H10 -3.34 -0.93 1.21
H11 -2.16 -2.21 1.52
H12 -4.45 -2.92 2.16
H13 -3.82 -3.92 0.85
H14 -6.15 -3.26 0.37
H15 -5.72 -1.56 0.53
H16 -5.79 -2.20 -1.85
H17 -4.61 -3.48 -1.56
H18 -4.14 -0.50 -1.15
H19 -3.50 -1.47 -2.49
H20 -2.28 -2.91 -0.86
H21 3.39 -0.57 2.18
S2 5.28 0.88 -0.60
H22 8.82 -0.30 -0.83
H23 7.77 0.10 -2.20

Here are the Mulliken charges for atoms 1 to 8, given in e: number 1, C, carries -1.11; number 2, H, carries 0.35; number 3, H, carries 0.32; number 4, H, carries 0.36; number 5, C, carries -0.37; number 6, C, carries 0.52; number 7, N, carries -0.43; number 8, N, carries -0.43